Entry from OMol25: a 17-piece molecular cluster, C5H40O16 overall at a distorted geometry (wB97M-V/def2-TZVPD).

```
61
Properties=species:S:1:pos:R:3
C 1.65 -1.10 2.67
C 0.59 -0.13 2.22
C 0.90 0.37 0.99
C -0.11 1.17 0.42
C 0.19 2.42 0.13
H 2.47 -0.96 2.06
H 1.26 -2.05 3.06
H 1.86 -0.58 3.68
H -0.14 0.36 2.87
H 1.79 0.03 0.39
H -1.10 0.83 0.20
H -0.34 3.11 -0.44
H 1.19 2.77 0.22
H -4.64 -0.71 -0.46
H -3.91 -1.93 0.15
O -4.62 -1.26 0.31
H 3.96 0.98 -1.07
H 5.14 0.19 -1.70
O 4.20 0.51 -1.90
H -1.19 -1.41 0.95
H -1.42 -1.30 -0.63
O -1.89 -1.40 0.23
H 1.47 -1.80 -1.73
H 0.36 -1.32 -0.94
O 1.06 -2.00 -0.94
H 3.25 -0.65 -2.39
H 3.23 -2.27 -2.71
O 2.83 -1.43 -2.77
H -0.29 0.62 -2.32
H -1.52 1.47 -2.73
O -0.81 1.25 -2.10
H -1.39 -3.47 -1.41
H -2.68 -3.68 -0.55
O -2.32 -3.34 -1.37
H -3.30 -1.33 -2.17
H -3.23 0.20 -2.98
O -3.53 -0.38 -2.30
H 1.93 0.14 -4.99
H 1.56 -0.67 -3.74
O 1.12 -0.11 -4.41
H 2.59 3.11 3.17
H 2.78 4.04 2.04
O 3.25 3.25 2.40
H 0.36 5.21 0.88
H -0.48 4.28 1.64
O 0.36 4.66 1.69
H 0.61 -3.65 0.72
H 0.28 -2.78 1.83
O -0.08 -3.44 1.32
H -3.57 1.65 -0.50
H -4.08 3.03 -0.08
O -3.38 2.51 -0.05
H -1.11 -4.59 0.47
H -2.34 -4.61 1.44
O -2.04 -4.91 0.58
H 3.66 1.44 1.14
H 4.44 0.34 1.60
O 4.15 0.70 0.78
H -3.38 2.52 1.77
H -2.35 3.14 2.74
O -3.28 2.93 2.63
```

Properties
- 2S+1 = 1
- F_max (eV Å⁻¹) = 9.58
- energy relative to the best compared isomer or geometry (same formula, charge and spin) (kcal per mole) = 118.5
- HOMO (eV) = -8.93
- total charge = 0
- Kohn-Sham gap (eV) = 8.86
- lowest unoccupied orbital energy (eV) = -0.1

Entry from OMol25: C28H44Al2BrCl5F4KN3O5 as an isolated structure at a distorted geometry (wB97M-V/def2-TZVPD).

```
93
Properties=species:S:1:pos:R:3
C -0.72 -2.97 -6.93
C 0.10 -4.21 -7.57
C 1.29 -4.64 -6.56
C 2.46 -3.53 -6.46
C 2.67 -2.89 -5.00
C 2.28 -1.33 -4.87
O 1.36 -0.84 -5.88
C 1.99 0.06 -6.78
O 2.06 1.29 -6.53
O 2.59 -0.35 -8.02
H -0.41 -2.94 -5.81
H -1.89 -3.04 -7.03
H -0.37 -2.01 -7.47
H 0.48 -3.86 -8.61
H -0.64 -5.10 -7.70
H 1.77 -5.57 -7.04
H 0.92 -4.89 -5.51
H 3.46 -4.07 -6.72
H 2.28 -2.77 -7.30
H 3.81 -2.98 -4.72
H 2.10 -3.55 -4.21
H 3.19 -0.62 -4.88
H 1.80 -1.19 -3.83
H 3.32 -1.00 -7.83
C 2.83 0.77 0.29
C 1.86 0.37 -0.80
O 1.15 -0.82 -0.52
C 0.32 -0.79 0.63
C -0.78 0.26 0.51
H 3.49 -0.06 0.55
H 3.44 1.62 -0.03
H 2.31 1.06 1.21
H 2.42 0.18 -1.72
H 1.15 1.20 -1.03
H 0.91 -0.64 1.53
H -0.14 -1.77 0.71
H -0.37 1.26 0.52
H -1.47 0.17 1.34
H -1.32 0.14 -0.43
Al 0.44 2.67 -0.88
Cl -1.49 2.48 1.67
C 3.64 -8.12 -6.49
Cl 2.07 -8.11 -5.66
Cl 4.65 -6.79 -5.87
Cl 4.46 -9.67 -6.19
Cl 3.40 -7.91 -8.23
O -0.46 -2.52 -9.87
H -0.61 -1.58 -9.91
F -1.23 -10.53 -6.03
Al -0.20 -11.78 -6.77
F -0.88 -12.24 -8.34
F -0.14 -13.20 -5.71
F 1.44 -11.13 -7.00
K 4.49 -4.07 -3.13
Br -2.89 -1.84 -6.20
N 3.41 2.54 5.13
C 2.27 2.06 4.55
C 1.96 2.87 3.48
C 2.96 3.87 3.41
C 3.85 3.64 4.44
H 3.87 2.14 5.94
H 1.77 1.19 4.95
H 1.11 2.75 2.82
H 3.03 4.67 2.69
H 4.74 4.17 4.74
C -2.14 6.19 11.85
N -2.48 5.79 10.47
C -2.16 4.55 10.05
C -2.51 4.13 8.77
C -3.21 4.98 7.91
C -3.51 6.26 8.38
C -3.14 6.64 9.66
C -3.65 4.55 6.57
C -5.00 4.57 6.23
C -5.40 4.21 4.95
N -4.50 3.84 4.03
C -3.19 3.78 4.33
C -2.74 4.12 5.60
C -4.93 3.50 2.65
H -1.06 6.08 11.98
H -2.68 5.54 12.53
H -2.43 7.23 12.02
H -1.63 3.91 10.74
H -2.24 3.12 8.47
H -4.03 6.97 7.75
H -3.36 7.63 10.05
H -5.75 4.87 6.95
H -6.45 4.23 4.66
H -2.51 3.46 3.54
H -1.67 4.08 5.80
H -4.59 2.49 2.43
H -4.48 4.23 1.98
H -6.02 3.56 2.58
```

Properties
- 2S+1 = 1
- F_max (eV Å⁻¹) = 5.50
- HOMO (eV) = -10.90
- total charge = +2
- Kohn-Sham gap (eV) = 3.53
- lowest unoccupied orbital energy (eV) = -7.4

Entry from OMol25: a 3-piece molecular cluster, C13H27N2O10P2 overall at a distorted geometry (wB97M-V/def2-TZVPD).

```
54
Properties=species:S:1:pos:R:3
C 1.73 3.86 -1.09
C 2.04 5.20 -1.71
C 1.24 6.33 -1.53
C 0.00 6.15 -0.67
O -0.10 6.63 0.40
O -0.96 5.36 -1.23
C 1.53 7.58 -2.11
C 2.64 7.66 -2.89
N 3.41 6.57 -3.09
C 3.17 5.38 -2.54
N 4.05 4.34 -2.83
H 1.39 3.19 -1.89
H 0.97 3.92 -0.32
H 2.64 3.47 -0.64
H -0.81 5.38 -2.18
H 0.89 8.44 -1.96
H 2.89 8.59 -3.38
H 4.21 6.67 -3.70
H 4.08 4.26 -3.84
H 3.69 3.46 -2.48
C -2.42 -2.47 -0.34
O -1.69 -1.60 0.55
P -0.25 -0.92 0.00
O 0.21 -0.65 1.40
O -0.99 0.38 -0.66
C -1.92 1.11 0.15
O 1.24 -0.46 -0.64
C 1.40 -0.55 -2.06
H -3.33 -2.79 0.17
H -2.70 -1.95 -1.26
H -1.83 -3.36 -0.58
H -1.71 0.97 1.21
H -2.93 0.78 -0.07
H -1.83 2.16 -0.11
H 0.69 0.12 -2.56
H 1.23 -1.57 -2.41
H 2.41 -0.25 -2.33
C -1.99 -5.29 4.95
O -2.78 -5.67 3.80
P -2.08 -5.49 2.30
O -3.28 -5.47 1.44
O -1.34 -6.94 2.36
C -2.15 -8.11 2.50
O -0.94 -4.91 1.26
C 0.40 -4.70 1.74
H -2.57 -5.50 5.84
H -1.06 -5.88 4.99
H -1.74 -4.23 4.92
H -3.16 -7.95 2.14
H -2.18 -8.41 3.55
H -1.68 -8.91 1.93
H 0.87 -5.65 2.03
H 0.40 -4.02 2.59
H 0.98 -4.27 0.93
```

Properties
- 2S+1 = 1
- F_max (eV Å⁻¹) = 9.03
- HOMO (eV) = -11.44
- total charge = +1
- Kohn-Sham gap (eV) = 6.88
- lowest unoccupied orbital energy (eV) = -4.6

Entry from OMol25: one molecule with the formula C5H6O at a distorted geometry (wB97M-V/def2-TZVPD).

```
12
Properties=species:S:1:pos:R:3
C 1.08 -0.28 -0.45
C 0.45 1.10 -0.44
C -0.81 1.07 0.01
O -1.31 -1.20 -0.34
C 0.00 -1.13 0.21
C -0.99 -0.20 0.72
H 1.99 -0.38 0.16
H 1.32 -0.58 -1.48
H 0.92 2.00 -0.79
H -1.62 1.78 -0.12
H 0.25 -2.04 0.74
H -1.30 -0.13 1.78
```

Properties
- SMILES = C1=C[C@H]2O[C@H]2C1
- 2S+1 = 1
- F_max (eV Å⁻¹) = 1.39
- energy relative to the best compared isomer or geometry (same formula, charge and spin) (kcal per mole) = 49.1
- HOMO (eV) = -9.16
- total charge = 0
- Kohn-Sham gap (eV) = 10.29
- lowest unoccupied orbital energy (eV) = 1.1

Entry from OMol25: an isolated ion of composition C6H8N2O4P and charge +1 at a distorted geometry (wB97M-V/def2-TZVPD).

```
21
Properties=species:S:1:pos:R:3
N -0.13 2.81 2.23
P -1.33 1.78 1.77
O -2.70 2.61 1.05
O -1.85 0.96 3.24
N -0.53 0.63 0.60
C -0.18 -0.79 1.00
C 0.59 -1.77 -0.08
C 0.98 -1.17 -1.58
C 1.75 -2.14 -2.69
O 2.08 -1.72 -3.93
O 2.11 -3.50 -2.20
C 0.56 0.38 -1.92
C -0.20 1.25 -0.77
H 0.75 2.52 1.72
H -3.54 2.40 1.57
H -1.93 -0.03 3.09
H -0.42 -1.23 2.07
H 0.87 -2.88 0.26
H 2.78 -3.33 -1.46
H 0.82 0.87 -2.96
H -0.48 2.37 -1.03
```

Properties
- SMILES = N=P(O)(O)[n+]1ccc(C(=O)O)cc1
- 2S+1 = 1
- F_max (eV Å⁻¹) = 9.93
- energy relative to the best compared isomer or geometry (same formula, charge and spin) (kcal per mole) = 230.5
- HOMO (eV) = -13.11
- total charge = +1
- Kohn-Sham gap (eV) = 6.50
- lowest unoccupied orbital energy (eV) = -6.6

Entry from OMol25: a 3-piece molecular cluster, C25H48BFIN3O5 overall at a distorted geometry (wB97M-V/def2-TZVPD).

```
84
Properties=species:S:1:pos:R:3
C -1.75 3.81 4.83
O -0.55 3.22 5.36
C -0.78 1.92 5.94
C 0.30 0.83 5.41
C 0.12 0.46 3.87
C -1.44 0.28 3.42
B -1.57 -0.57 2.06
I -3.34 -1.91 1.84
C -0.51 -0.56 0.81
O 0.33 -1.52 0.76
N -0.45 0.43 -0.27
C -1.29 1.59 -0.02
O -2.52 1.66 -0.18
F -0.63 2.80 0.40
H -1.48 4.39 3.87
H -2.20 4.61 5.53
H -2.55 3.06 4.52
H -1.84 1.53 5.85
H -0.58 2.03 7.08
H 0.14 -0.10 6.08
H 1.36 1.19 5.64
H 0.55 1.26 3.17
H 0.64 -0.55 3.70
H -1.96 -0.33 4.24
H -2.00 1.29 3.40
H 0.54 0.72 -0.42
C -2.77 3.69 -2.95
C -1.55 3.81 -3.89
C -0.84 5.17 -3.67
C -1.59 6.36 -4.26
C -1.92 6.12 -5.73
C -2.65 4.78 -5.97
N -1.98 3.62 -5.31
O -0.87 3.31 -6.04
C -4.11 4.90 -5.48
C -2.80 4.58 -7.50
C -0.60 2.69 -3.41
H -2.49 3.26 -1.99
H -3.23 4.66 -2.72
H -3.54 3.04 -3.37
H 0.16 5.14 -4.11
H -0.69 5.33 -2.59
H -2.50 6.56 -3.69
H -0.97 7.26 -4.17
H -2.52 6.95 -6.10
H -0.98 6.14 -6.30
H -4.63 3.94 -5.55
H -4.67 5.61 -6.08
H -4.20 5.25 -4.45
H -1.84 4.60 -8.03
H -3.41 5.38 -7.94
H -3.30 3.63 -7.73
H -1.05 1.70 -3.56
H -0.39 2.80 -2.34
H 0.37 2.70 -3.91
C 4.90 -6.33 2.32
C 3.46 -6.85 2.06
C 3.20 -6.94 0.54
C 2.99 -5.59 -0.13
C 1.91 -4.79 0.59
C 2.17 -4.65 2.11
N 2.48 -5.96 2.76
O 1.31 -6.65 2.87
C 3.33 -3.66 2.35
C 0.95 -3.95 2.75
C 3.47 -8.29 2.64
H 5.62 -7.14 2.36
H 5.26 -5.66 1.54
H 4.97 -5.80 3.28
H 2.31 -7.56 0.36
H 4.04 -7.46 0.05
H 3.93 -5.03 -0.17
H 2.69 -5.74 -1.17
H 1.84 -3.79 0.13
H 0.94 -5.27 0.42
H 3.60 -3.62 3.41
H 3.05 -2.65 2.05
H 4.23 -3.89 1.78
H 0.01 -4.47 2.56
H 0.82 -2.94 2.35
H 1.08 -3.85 3.83
H 3.64 -8.28 3.72
H 4.27 -8.88 2.18
H 2.54 -8.83 2.44
```

Properties
- 2S+1 = 3
- F_max (eV Å⁻¹) = 5.04
- energy relative to the best compared isomer or geometry (same formula, charge and spin) (kcal per mole) = 77.6
- HOMO (alpha / beta) (eV) = -8.75 / -9.39
- total charge = 0
- Kohn-Sham gap (alpha / beta) (eV) = 7.99 / 8.63
- lowest unoccupied orbital energy (alpha / beta) (eV) = -0.8 / -0.8

Entry from OMol25: one molecule with the formula C3HCl3F2 at a distorted geometry (wB97M-V/def2-TZVPD).

```
9
Properties=species:S:1:pos:R:3
C 0.36 -0.64 -0.61
C -0.44 0.59 -0.36
C 0.30 -0.11 0.84
F 1.48 -0.56 -1.41
F 0.10 1.70 -0.81
Cl -2.39 0.65 -0.54
Cl 1.45 0.94 1.70
Cl -0.75 -1.06 1.98
H -0.12 -1.50 -0.81
```

Properties
- SMILES = F[C@H]1C(Cl)(Cl)[C@]1(F)Cl
- 2S+1 = 1
- F_max (eV Å⁻¹) = 3.72
- energy relative to the best compared isomer or geometry (same formula, charge and spin) (kcal per mole) = 35.8
- HOMO (eV) = -10.81
- total charge = 0
- Kohn-Sham gap (eV) = 10.59
- lowest unoccupied orbital energy (eV) = -0.2

Entry from OMol25: a 8-piece molecular cluster, C20H38F6N4O10P overall at a distorted geometry (wB97M-V/def2-TZVPD).

```
79
Properties=species:S:1:pos:R:3
P 0.17 0.61 0.21
F -0.34 -0.81 0.85
F -1.30 0.92 -0.36
F -0.17 1.28 1.68
F 0.75 2.01 -0.41
F 1.68 0.44 0.81
F 0.45 -0.12 -1.21
O 3.14 1.56 4.20
C 2.92 2.43 3.36
N 2.31 3.58 3.72
C 3.67 2.42 2.00
H 2.02 4.30 3.09
H 1.97 3.56 4.66
H 3.72 1.36 1.77
H 4.64 2.85 2.18
H 3.03 2.97 1.31
O 3.56 -3.54 3.69
C 3.23 -2.37 3.48
N 4.15 -1.39 3.45
C 1.83 -1.97 3.12
H 3.87 -0.44 3.68
H 5.07 -1.73 3.68
H 1.34 -2.94 2.92
H 1.60 -1.52 2.16
H 1.32 -1.50 3.96
O -3.11 0.10 -5.84
C -2.04 -0.43 -5.57
N -1.62 -1.56 -6.21
C -1.08 0.17 -4.53
H -1.18 -2.24 -5.61
H -2.17 -1.80 -7.01
H -1.22 1.24 -4.65
H -0.06 -0.04 -4.86
H -1.20 -0.22 -3.52
O -2.52 -4.12 2.58
C -2.41 -2.91 2.54
N -1.53 -2.23 3.32
C -3.37 -2.11 1.66
H -1.52 -1.22 3.32
H -1.16 -2.74 4.10
H -4.38 -2.22 2.02
H -3.18 -2.48 0.65
H -3.04 -1.07 1.62
O -1.45 -3.44 -3.92
C -0.70 -3.47 -2.98
O 0.56 -3.90 -3.17
C 1.29 -3.90 -1.93
C 0.30 -3.59 -0.82
C -0.93 -2.99 -1.58
H 1.97 -3.04 -1.96
H 1.93 -4.78 -1.92
H 0.73 -2.84 -0.16
H -0.17 -4.43 -0.32
H -0.81 -1.91 -1.59
H -1.87 -3.32 -1.15
O -3.58 3.33 4.62
C -3.89 3.22 3.47
O -4.96 3.93 2.96
C -5.09 3.73 1.56
C -4.28 2.50 1.28
C -3.19 2.54 2.32
H -4.65 4.51 0.92
H -6.10 3.59 1.18
H -3.82 2.58 0.29
H -4.81 1.54 1.23
H -2.43 3.28 2.03
H -2.61 1.67 2.63
O 4.59 2.35 -1.42
C 3.73 1.97 -2.15
O 3.82 0.75 -2.75
C 2.66 0.48 -3.53
C 1.63 1.56 -3.19
C 2.42 2.68 -2.53
H 2.28 -0.52 -3.31
H 3.00 0.36 -4.57
H 0.92 1.11 -2.49
H 1.09 1.85 -4.09
H 1.95 3.08 -1.64
H 2.61 3.43 -3.30
```

Properties
- 2S+1 = 1
- F_max (eV Å⁻¹) = 2.58
- energy relative to the best compared isomer or geometry (same formula, charge and spin) (kcal per mole) = 7.7
- HOMO (eV) = -7.23
- total charge = -1
- Kohn-Sham gap (eV) = 9.60
- lowest unoccupied orbital energy (eV) = 2.4

Entry from OMol25: a 2-piece molecular cluster, C6H6BrNO2 overall at a distorted geometry (wB97M-V/def2-TZVPD).

```
16
Properties=species:S:1:pos:R:3
C -0.70 -2.05 2.02
C -0.86 -0.85 1.48
C 0.24 -0.17 0.90
C 0.05 1.08 0.39
C 0.99 1.72 -0.48
C -0.09 0.75 -2.48
N 0.40 -0.28 -2.66
O 1.00 2.88 -0.79
O 1.16 -1.20 -2.53
Br -1.63 1.74 -2.49
H -1.30 -2.59 2.62
H 0.39 -2.54 1.84
H -1.90 -0.43 1.50
H 1.29 -0.56 0.99
H -0.87 1.50 0.57
H 1.84 1.02 -0.89
```

Properties
- SMILES = [O-][N+]#CBr.C=C/C=C/C=O
- 2S+1 = 1
- F_max (eV Å⁻¹) = 5.67
- energy relative to the best compared isomer or geometry (same formula, charge and spin) (kcal per mole) = 59.0
- HOMO (eV) = -9.35
- total charge = 0
- Kohn-Sham gap (eV) = 8.64
- lowest unoccupied orbital energy (eV) = -0.7

Entry from OMol25: an isolated ion of composition C3H3O2 and charge +1 at a distorted geometry (wB97M-V/def2-TZVPD).

```
8
Properties=species:S:1:pos:R:3
C -0.34 0.09 0.05
C 0.87 -1.12 -0.04
C 0.50 1.15 -0.07
O 1.94 -0.49 0.02
O 1.80 0.89 0.05
H -1.40 -0.19 0.15
H 0.65 -2.23 -0.20
H 0.38 2.26 -0.19
```

Properties
- 2S+1 = 1
- F_max (eV Å⁻¹) = 7.28
- energy relative to the best compared isomer or geometry (same formula, charge and spin) (kcal per mole) = 91.7
- HOMO (eV) = -16.54
- total charge = +1
- Kohn-Sham gap (eV) = 10.39
- lowest unoccupied orbital energy (eV) = -6.2

| no. | total energy (a.u.) |
| --- | --- |
| 1 | -1418.12525 |
| 2 | -7992.27028 |
| 3 | -2055.91065 |
| 4 | -269.26802 |
| 5 | -984.68535 |
| 6 | -1944.06181 |
| 7 | -1695.13580 |
| 8 | -2697.30199 |
| 9 | -3011.26298 |
| 10 | -266.12644 |